Below is a molecular structure, C12H20BBrNNbO3P, with properties calculated with wB97M-V/def2-TZVPD.

The calculation puts the highest occupied orbital energy at -4.37 eV. The total energy is -3746.586189 a.u. Its LUMO energy is 0.048 Eh.

Structure (ORCA input):
```
! wB97M-V def2-TZVPD RIJCOSX def2/J DEFGRID3
* xyz -1 1
Br -4.28 0.53 1.29
H -1.72 0.91 -3.61
C -0.13 -2.45 1.44
H 2.09 2.33 2.82
H -1.16 -2.41 -1.29
H 0.79 0.75 -2.92
H 0.87 2.52 -1.16
C 0.76 1.66 1.00
C 0.43 2.81 -0.12
H 0.83 3.63 2.28
O -1.80 0.03 -3.15
H 2.40 -2.31 0.36
O -4.11 -2.15 -0.57
H 0.06 -3.48 0.95
Nb -0.86 -0.98 -0.19
H -3.45 1.55 -1.93
H -0.30 0.22 2.36
H 0.85 -2.07 1.93
C 2.45 -1.62 -0.55
C 3.85 -1.49 -1.28
H 0.93 3.83 0.14
C -1.96 -2.77 3.70
P -3.25 -1.41 0.74
C 1.57 0.10 -2.41
H 3.25 0.71 -3.91
H -1.44 1.37 1.31
H 1.75 1.12 0.79
H -3.42 -2.45 -1.23
H -2.73 -2.70 4.53
C -1.18 -2.67 2.63
N 4.16 -0.70 -2.45
H 4.73 -2.11 -0.83
C 1.20 -0.80 -1.14
O -2.59 1.64 -1.42
C 3.05 0.07 -2.96
H -0.72 3.01 -0.19
H 0.30 2.11 3.20
C 1.04 2.51 2.39
C -0.50 0.70 1.32
B -1.88 0.41 -1.72
*
```

Results of the natural (NBO) charge analysis, in e, for atoms 1 through 5: atom 1 (Br): -0.281, atom 2 (H): 0.466, atom 3 (C): -1.000, atom 4 (H): 0.198, atom 5 (H): -0.377